C3H6N2O | the ωB97M-V functional and the def2-TZVPD basis

* E_HOMO: -0.3347 Ha
* energy above the lowest of the compared OMol25 structures with the same formula, charge and spin: 115.43 kcal per mole
* multiplicity: 1
* orbital gap: 9.9 eV
* DFT total energy: -302.50915 hartree
* SMILES: ON1C=NCC1
* LUMO level: 0.801 eV

Last column: natural (NBO) charge in e.
Geometry (Å):
C: -0.330936 0.120095 1.075368  -0.28
C: -1.227363 0.987603 0.262395  -0.29
C: 0.129129 -0.130816 -1.126492  0.22
H: 1.587074 -1.811615 0.561201  0.49
H: -0.826553 -0.607924 1.776324  0.22
H: 0.549094 0.701009 1.516323  0.21
H: -1.492924 2.020352 0.477946  0.22
H: -2.077948 0.502675 -0.067655  0.22
H: 0.606910 -0.888497 -1.981957  0.19
N: 0.316180 -0.716845 0.037779  -0.22
N: -0.733442 0.750901 -1.126906  -0.42
O: 1.643774 -0.751961 0.509259  -0.57

Cartesian forces, eV/Å:
C 0.65 -0.28 1.26
C 0.54 -0.19 -1.97
C 1.52 -2.64 -4.27
H 1.65 3.43 0.32
H 0.51 1.28 -0.24
H -1.54 -0.67 0.00
H 0.60 -0.05 0.14
H -2.98 -1.07 1.21
H -1.29 2.99 1.43
N -0.22 -0.38 4.90
N -0.19 3.23 -2.09
O 0.75 -5.64 -0.69